1.
Below is C3H3O2Rh as an isolated structure, with properties calculated with ωB97M-V/def2-TZVPD.

The geometry in XYZ format:
```
9
Properties=species:S:1:pos:R:3:nbo_charge:R:1
C -2.02299 0.37284 -0.29739 -0.030
C -0.84107 0.93877 0.00090 -0.276
H -2.08265 -0.59630 -0.80649 0.240
H -0.91251 1.86651 0.59018 0.257
H -2.98186 0.83530 -0.02970 0.275
O 1.57268 -0.82962 0.47368 -0.683
C 2.61985 -1.35026 0.65112 1.092
O 3.66306 -1.75018 0.35761 -0.291
Rh 0.98549 0.51294 -0.93990 1.415
```

- LUMO (spin up / spin down) (eV) = -10.5 / -13.8
- gap between HOMO and LUMO (spin up / spin down) (eV) = 9.73 / 8.20
- <S²> = 6.008
- charge = +2
- spin multiplicity = 5



2.
Below is an isolated ion of composition C3H3O2S and charge -1, with properties calculated with ωB97M-V/def2-TZVPD.

The geometry in XYZ format:
```
9
Properties=species:S:1:pos:R:3:nbo_charge:R:1
C 0.13778 0.53925 -0.89831 -0.050
C 0.47141 1.41635 -1.89619 -0.368
C 0.12311 -0.57731 -0.01222 -0.692
O 0.59323 3.72841 -1.08843 -1.029
O -1.63590 2.92835 -2.01071 -1.018
S -0.20238 3.14675 -2.23138 1.508
H -0.83904 -0.83267 0.14356 0.217
H 0.79633 -1.32585 -0.45821 0.229
H 0.49521 -0.36825 1.00634 0.203
```

- LUMO (eV) = 3.8
- gap between HOMO and LUMO (eV) = 7.28
- charge = -1



3.
Below is an isolated ion of composition C3H3O2S and charge -1, with properties calculated with ωB97M-V/def2-TZVPD.

The geometry in XYZ format:
```
9
Properties=species:S:1:pos:R:3:nbo_charge:R:1
C 0.12375 -0.37857 0.02187 -0.694
C -1.29854 -0.68044 0.60349 0.467
O -1.54646 -0.96568 1.76402 -0.577
C -2.40352 -0.63621 -0.41296 0.440
O -2.89178 -1.32116 -1.31612 -0.601
S -3.07325 1.18337 0.25142 -0.688
H 0.78985 -1.00242 0.57603 0.209
H -0.01180 -0.76010 -0.91082 0.209
H 0.49969 0.62673 0.04224 0.234
```

- LUMO (eV) = 4.0
- gap between HOMO and LUMO (eV) = 7.25
- SMILES string = CC(=O)C([O-])=S
- charge = -1



4.
Below is a 2-piece molecular cluster, C3H3O2S overall, with properties calculated with ωB97M-V/def2-TZVPD.

The geometry in XYZ format:
```
9
Properties=species:S:1:pos:R:3:nbo_charge:R:1
C 1.72014 -0.48696 -0.08482 -0.258
C 0.64006 0.06082 -0.18122 -0.104
C -0.57316 0.37899 -0.69582 -0.454
O 0.06324 0.35159 -3.44398 -1.016
O -2.25016 0.26043 -2.81651 -1.036
S -0.94383 0.97889 -2.54102 1.502
H 2.75792 -0.71520 -0.04642 0.213
H -1.49951 0.22460 -0.06122 0.204
H -0.41564 2.51935 -0.21923 -0.051
```

- LUMO (spin up / spin down) (eV) = 4.1 / 2.2
- gap between HOMO and LUMO (spin up / spin down) (eV) = 7.77 / 5.71
- <S²> = 2.027
- charge = -1
- spin multiplicity = 3



5.
Below is a 2-piece molecular cluster, C3H3O3 overall, with properties calculated with ωB97M-V/def2-TZVPD.

The geometry in XYZ format:
```
9
Properties=species:S:1:pos:R:3:nbo_charge:R:1
C -0.44685 -1.04412 1.18287 -0.700
C 0.13830 -0.37055 0.20605 -0.105
C -3.88627 0.11250 0.29552 1.028
O -3.56678 0.26891 -0.81505 -0.514
O -4.23722 0.31073 1.39131 -0.520
O -0.47870 -0.30155 -1.29670 -0.857
H -1.36233 -1.43274 0.75733 0.080
H 1.15294 0.07882 0.26704 0.144
H -1.36765 -0.53910 -1.00066 0.444
```

- LUMO (eV) = 3.2
- gap between HOMO and LUMO (eV) = 5.60
- charge = -1



6.
Below is a 2-piece molecular cluster, C3H3O3 overall, with properties calculated with ωB97M-V/def2-TZVPD.

The geometry in XYZ format:
```
9
Properties=species:S:1:pos:R:3:nbo_charge:R:1
C 0.69920 -1.30241 -0.52066 0.059
C -2.39939 0.69695 0.16455 1.020
C 1.30581 0.08911 0.00227 -0.828
O -2.04760 1.68983 -0.27865 -0.536
O 1.28032 -2.33522 -0.07680 -0.745
O -2.95734 -0.21822 0.53649 -0.516
H 2.14682 -0.07643 0.60553 0.175
H 0.46544 0.73219 0.39053 0.178
H 1.50675 0.72419 -0.82326 0.192
```

- LUMO (eV) = 3.3
- gap between HOMO and LUMO (eV) = 4.46
- charge = -1



7.
Below is an isolated ion of composition C3H3O3 and charge -1, with properties calculated with ωB97M-V/def2-TZVPD.

The geometry in XYZ format:
```
9
Properties=species:S:1:pos:R:3:nbo_charge:R:1
O -2.50204 0.33776 -1.04220 -0.756
C -1.80524 0.02615 -0.05794 0.803
O -2.06062 -0.47391 1.06652 -0.762
C -0.10459 0.32193 -0.18965 -0.400
C 0.85322 -0.59593 0.00917 0.084
O 2.20977 -0.15357 0.17874 -0.755
H 0.32908 1.28061 -0.23371 0.152
H 0.78752 -1.62366 0.04319 0.171
H 2.29291 0.88062 0.22588 0.462
```

- LUMO (eV) = 3.8
- gap between HOMO and LUMO (eV) = 7.81
- SMILES string = O=C([O-])/C=C/O
- charge = -1



8.
Below is a 2-piece molecular cluster, C3H3O3 overall, with properties calculated with ωB97M-V/def2-TZVPD.

The geometry in XYZ format:
```
9
Properties=species:S:1:pos:R:3:nbo_charge:R:1
C -2.87829 -0.63108 0.20679 0.503
C 0.01629 0.68938 -0.00876 0.305
C 1.24793 -0.15589 -0.40066 0.505
O -3.85669 -0.08267 0.06319 -0.462
O 2.12380 -0.14433 0.51120 -0.489
O -1.10602 0.46727 -0.43582 -0.337
H 0.35170 1.37812 0.75341 0.176
H 1.14845 -0.83750 -1.18299 0.224
H 2.95283 -0.68329 0.49363 0.576
```

- LUMO (eV) = -8.1
- gap between HOMO and LUMO (eV) = 7.57
- charge = +1



9.
Below is an isolated ion of composition C3H3O3 and charge +1, with properties calculated with ωB97M-V/def2-TZVPD.

The geometry in XYZ format:
```
9
Properties=species:S:1:pos:R:3:nbo_charge:R:1
C -0.13471 2.33154 0.52645 0.398
C -0.20399 0.87391 0.76953 0.177
C 0.54449 -0.96125 -0.62789 0.687
O 0.91265 1.91320 1.02692 -0.310
O 0.05437 -1.90164 -1.35361 -0.538
O -0.19150 -0.00972 -0.29109 -0.419
H -0.49279 3.34670 0.33049 0.258
H 1.44311 -1.28416 -0.04661 0.224
H -0.73290 -1.56152 -1.78671 0.524
```

- LUMO (eV) = -5.5
- gap between HOMO and LUMO (eV) = 8.50
- charge = +1



10.
Below is C3H3O3Tb as an isolated structure, with properties calculated with ωB97M-V/def2-TZVPD.

The geometry in XYZ format:
```
10
Properties=species:S:1:pos:R:3:mulliken_charge:R:1
C 0.23436 -0.02487 -0.40156 1.324
C 0.47528 -2.29597 -1.00706 -0.117
O 0.37297 -0.93755 -1.36040 -0.267
O -0.27914 -0.32699 0.70748 -0.797
C -0.69609 -3.00642 -0.72803 -0.593
H 1.12440 -2.81988 -1.72815 0.381
H 0.63476 -2.88553 0.13090 0.233
H -1.23391 -2.69998 0.18126 0.231
O 0.67890 1.13299 -0.61859 -0.866
Tb -0.19272 2.07871 1.43302 1.472
```

- LUMO (spin up / spin down) (eV) = -4.5 / -5.9
- gap between HOMO and LUMO (spin up / spin down) (eV) = 6.57 / 5.16
- <S²> = 15.771
- charge = +1
- spin multiplicity = 8



Which E_tot belongs to each record? In order, -10236.3231 -18087.0900 -18089.8314 -18083.9140 -9300.0799 -9301.1074 -9302.0314 -9290.7815 -9288.2765 -31724.5798 eV.
Which relative energy (zero: lowest compared OMol25 entry of this formula, charge and spin) belongs to each record? In order, 25.4 92.3 29.1 87.7 82.9 59.2 37.9 49.4 107.1 90.0 kcal/mol.